[1]
DFT (wB97M-V/def2-TZVPD) results for a single C5H9NO molecule.

Geometry as XYZ:
```
16
Properties=species:S:1:pos:R:3:forces:R:3
H -0.707871 -1.765371 1.085810 0.1 0.1 0.0
H 1.000619 -1.933638 0.666491 -0.1 0.1 0.1
H 1.439442 1.509851 -0.761594 0.0 -0.1 0.1
H -1.691164 0.792718 1.093222 0.1 -0.1 -0.1
H 1.755090 1.122493 0.941234 0.0 -0.1 -0.1
H -2.404521 0.430266 -1.581412 0.1 0.0 0.0
O -0.140251 -1.210339 -2.176621 -0.1 0.3 0.3
C 0.169184 -0.047076 0.069657 0.1 0.0 0.1
N -1.611563 0.216305 -0.993382 -0.1 0.0 -0.2
H 2.296898 0.015359 -0.336413 -0.1 0.1 0.0
H 0.531128 -0.915837 2.042696 0.0 0.0 -0.1
C -0.471834 -0.496806 -1.261877 0.1 -0.2 -0.2
C 1.492990 0.693085 -0.033658 0.1 0.0 -0.1
C -1.076251 0.881178 0.192751 0.0 0.1 0.2
H -0.827360 1.936024 0.020802 -0.1 -0.2 0.1
C 0.245466 -1.228209 1.032295 0.0 0.0 0.0
```
Positions in Å, forces in eV/Å.

Summary:
ΔE to the lowest compared entry with this formula, charge and spin	70.27	kJ/mol
SMILES	CC1(C)CNC1=O
highest occupied orbital energy	-9.6	eV

***

[2]
DFT (wB97M-V/def2-TZVPD) results for a single C6H17N2PS molecule in a non-equilibrium geometry.

Geometry as XYZ:
```
27
Properties=species:S:1:pos:R:3:forces:R:3
C 2.689235 -0.648727 -0.234987 -0.3 -1.2 -1.4
H -1.748148 2.078813 0.512532 -0.8 -1.5 -0.3
H -0.509929 1.117200 -1.018678 2.4 -0.6 -0.5
H 3.784349 1.202294 -0.257304 0.2 0.5 1.2
H 3.270467 -1.147579 0.499180 0.1 -0.3 1.5
H 0.093017 -1.829374 -0.035383 0.0 -0.7 -1.1
H -4.047119 -1.402555 1.337706 -0.5 0.4 -1.1
S -2.660058 -1.586132 -1.125843 0.7 -0.5 -0.4
C 0.424326 -1.208640 0.753275 0.0 1.9 1.2
H 3.449146 0.868375 -1.827192 0.5 -1.8 1.1
C 3.716450 0.306175 -0.835751 -1.5 1.6 -1.8
H 2.465802 -1.560860 -0.892641 0.2 1.5 0.2
H -3.225854 1.612426 -0.230114 -2.8 0.7 -0.6
H 0.757627 -1.851701 1.532718 1.4 -0.5 0.4
H -1.361330 2.480306 -1.643465 0.3 1.4 -0.9
H -3.030868 -1.182134 2.426696 0.4 1.3 -0.8
N -3.386915 -0.676439 1.578282 0.5 -0.9 1.6
H -1.826961 0.791670 -2.291061 1.2 1.3 1.3
H -0.664537 0.117959 1.992639 0.2 -0.2 -0.2
H 1.504712 0.788246 0.855762 0.0 0.3 1.3
C 1.348824 -0.082798 0.263928 1.4 -2.0 -1.1
N -0.774659 -0.651216 1.335782 -2.3 0.3 -1.1
H 0.873437 0.303804 -0.601668 -0.4 0.3 -0.9
H 4.688943 -0.147053 -0.814651 0.5 -0.1 -0.6
C -2.248511 1.321712 -0.199789 2.8 -0.3 2.0
C -1.384588 1.451753 -1.445592 -3.6 -1.7 -0.9
P -2.196858 -0.465512 0.365629 -0.4 1.0 1.7
```
Positions in Å, forces in eV/Å.

Summary:
ΔE to the lowest compared entry with this formula, charge and spin	0.00	kJ/mol
SMILES	CCCCN[P@](N)(=S)CC
highest occupied orbital energy	-8.7	eV

***

[3]
DFT (wB97M-V/def2-TZVPD) results for 2 unconnected molecules or ions with the total composition C2H2FNO2 in a non-equilibrium geometry.

Geometry as XYZ:
```
8
Properties=species:S:1:pos:R:3:forces:R:3
C -0.431978 -1.706089 -0.068005 0.3 2.5 -0.6
O 2.005390 -0.782127 -0.684637 -2.9 -0.4 -0.9
H -0.210104 0.230211 -1.247947 -0.4 -0.1 -2.1
H -0.152608 0.171058 1.567094 1.1 1.2 -3.6
F 2.444148 -0.024015 0.361909 0.6 0.8 1.2
C -0.107428 -0.297265 -0.361422 2.9 -2.6 0.5
O 0.055738 0.554546 0.571600 -1.5 -0.4 5.3
N -0.680503 -2.742975 0.337340 -0.3 -1.0 0.2
```
Positions in Å, forces in eV/Å.

Summary:
ΔE to the lowest compared entry with this formula, charge and spin	705.76	kJ/mol
highest occupied orbital energy (alpha / beta)	-9.8 / -9.8	eV